{"formula": "C41H44AsF4N6O7P2S6Ti", "method": "ωB97M-V/def2-TZVPD", "s2": 0.76, "multiplicity": 2, "e_lumo_ev": [3.0, 2.1], "e_tot_ev": -244927.30086, "gap_ev": [4.7, 3.9], "relative_energy_kcal_mol": 6.2, "largest_force_ha_per_bohr": 0.031, "total_charge": -2, "elements": ["Ti", "C", "C", "N", "N", "C", "S", "S", "C", "C", "C", "C", "C", "C", "C", "C", "C", "C", "C", "C", "C", "O", "H", "H", "H", "H", "H", "H", "H", "H", "H", "H", "H", "H", "H", "H", "C", "C", "C", "O", "P", "O", "C", "P", "O", "O", "C", "C", "C", "O", "C", "C", "C", "O", "C", "C", "C", "H", "H", "H", "H", "H", "H", "H", "H", "H", "H", "H", "H", "H", "H", "H", "H", "H", "H", "H", "H", "H", "H", "H", "H", "H", "H", "H", "H", "H", "H", "S", "As", "S", "S", "S", "F", "C", "C", "F", "C", "C", "C", "F", "C", "C", "C", "N", "C", "N", "F", "C", "C", "N", "C", "N"], "xyz": [[0.886, 0.428, 0.578], [3.265, 2.340, 3.850], [2.884, 1.737, 2.527], [1.688, 1.302, 2.317], [0.766, 1.426, 3.360], [0.115, 0.323, 3.537], [0.412, -1.136, 2.693], [-1.170, 0.452, 4.770], [-1.016, -1.176, 5.587], [0.022, -1.136, 6.670], [1.356, -1.397, 6.365], [2.331, -1.311, 7.348], [1.986, -0.956, 8.645], [0.660, -0.684, 8.955], [-0.314, -0.774, 7.971], [3.902, 1.639, 1.475], [5.119, 2.315, 1.600], [6.083, 2.246, 0.615], [5.848, 1.485, -0.528], [4.670, 0.781, -0.663], [3.697, 0.849, 0.330], [2.572, 0.158, 0.184], [2.450, 2.229, 4.556], [3.480, 3.403, 3.722], [4.158, 1.853, 4.242], [-0.760, -1.882, 4.798], [-2.008, -1.405, 5.975], [1.622, -1.664, 5.348], [3.362, -1.526, 7.099], [2.748, -0.886, 9.411], [0.386, -0.402, 9.964], [-1.349, -0.553, 8.209], [5.300, 2.923, 2.476], [7.015, 2.784, 0.728], [6.587, 1.450, -1.318], [4.456, 0.181, -1.536], [-2.266, 5.217, -0.836], [-2.830, 3.871, -1.243], [-4.318, 3.764, -0.956], [-2.030, 2.827, -0.617], [-2.235, 1.898, 0.606], [-0.950, 1.237, 0.980], [-3.632, 0.824, 0.191], [-3.670, -0.849, 0.903], [-2.410, -1.577, 0.903], [-4.271, -0.663, 2.362], [-5.615, -0.190, 2.581], [-6.407, -1.325, 3.199], [-5.527, 1.043, 3.458], [-4.856, -1.496, 0.063], [-4.580, -2.700, -0.726], [-5.491, -2.673, -1.930], [-4.768, -3.930, 0.135], [-2.814, 2.732, 1.821], [-1.925, 3.239, 2.871], [-1.020, 4.344, 2.370], [-2.818, 3.679, 4.008], [-2.635, 5.979, -1.523], [-1.177, 5.193, -0.890], [-2.569, 5.478, 0.179], [-2.651, 3.717, -2.306], [-4.516, 3.775, 0.118], [-4.748, 2.866, -1.400], [-4.808, 4.628, -1.405], [-3.607, 0.691, -0.892], [-4.548, 1.343, 0.474], [-6.069, 0.068, 1.619], [-5.931, -1.648, 4.125], [-6.434, -2.168, 2.508], [-7.430, -1.009, 3.410], [-5.065, 0.783, 4.413], [-6.518, 1.464, 3.633], [-4.901, 1.795, 2.976], [-3.546, -2.660, -1.050], [-6.537, -2.764, -1.627], [-5.221, -3.507, -2.577], [-5.363, -1.747, -2.492], [-5.802, -4.000, 0.486], [-4.096, -3.895, 0.994], [-4.527, -4.812, -0.457], [-1.302, 2.409, 3.196], [-1.583, 5.255, 2.165], [-0.489, 4.039, 1.465], [-0.273, 4.550, 3.138], [-3.478, 4.489, 3.689], [-2.196, 4.032, 4.831], [-3.423, 2.845, 4.366], [2.471, 3.164, -4.578], [0.715, 3.305, -3.445], [0.747, 1.578, -1.776], [1.274, 2.762, -0.185], [-1.065, 3.158, -4.584], [0.333, -6.521, -0.984], [1.361, -5.921, -0.349], [2.306, -6.744, 0.229], [2.113, -8.072, 0.099], [3.421, -6.273, 0.936], [3.459, -4.873, 1.005], [2.510, -4.057, 0.426], [2.673, -2.721, 0.561], [1.418, -4.531, -0.292], [0.432, -3.644, -0.934], [0.424, -2.287, -0.737], [0.380, -1.123, -0.603], [-0.583, -4.116, -1.798], [-1.425, -4.453, -2.516], [4.469, -4.266, 1.657], [4.418, -7.135, 1.528], [4.411, -8.544, 1.399], [4.480, -9.699, 1.336], [5.504, -6.662, 2.302], [6.412, -6.354, 2.952]]}


{"formula": "C42H78FN4O12S", "method": "ωB97M-V/def2-TZVPD", "e_lumo_ev": -5.6, "e_tot_ev": -88885.10936, "gap_ev": 5.0, "largest_force_ha_per_bohr": 0.118, "total_charge": 1, "elements": ["C", "O", "C", "C", "C", "C", "C", "C", "C", "C", "C", "N", "S", "O", "O", "F", "C", "C", "C", "C", "N", "C", "O", "N", "O", "C", "C", "O", "O", "C", "C", "C", "C", "C", "N", "H", "H", "H", "H", "H", "H", "H", "H", "H", "H", "H", "H", "H", "H", "H", "H", "H", "H", "H", "H", "H", "H", "H", "H", "H", "H", "H", "H", "H", "H", "H", "H", "H", "H", "H", "H", "H", "H", "C", "C", "C", "O", "C", "H", "H", "H", "H", "H", "H", "H", "H", "C", "C", "C", "O", "C", "H", "H", "H", "H", "H", "H", "H", "H", "C", "C", "C", "O", "C", "H", "H", "H", "H", "H", "H", "H", "H", "C", "C", "C", "O", "C", "H", "H", "H", "H", "H", "H", "H", "H", "C", "C", "C", "O", "C", "H", "H", "H", "H", "H", "H", "H", "H"], "xyz": [[7.356, 1.178, 0.602], [7.324, 1.736, -0.718], [7.748, 0.793, -1.722], [6.719, 0.818, -2.922], [5.327, 0.224, -2.434], [4.067, 0.972, -3.074], [3.646, 0.161, -4.389], [2.155, 0.461, -4.818], [1.077, -0.054, -3.750], [0.112, 1.106, -3.356], [0.039, 1.565, -1.980], [-0.786, 2.640, -1.563], [-0.691, 3.033, 0.108], [-1.940, 3.498, 0.658], [-0.259, 1.852, 0.832], [0.534, 4.102, 0.245], [-1.561, 3.302, -2.515], [-2.460, 4.529, -2.128], [-1.508, 5.777, -1.817], [-2.079, 6.656, -0.605], [-1.115, 6.772, 0.529], [-1.587, 2.903, -3.936], [-2.361, 3.554, -4.892], [-1.521, 4.354, -5.700], [-2.165, 5.140, -6.264], [-0.728, 1.775, -4.393], [-0.719, 1.375, -5.922], [0.121, 1.811, -6.656], [-1.690, 0.563, -6.474], [-2.224, -0.395, -5.515], [-3.523, 0.117, -4.789], [-4.123, -1.049, -3.895], [-4.855, -0.546, -2.586], [-6.448, -0.618, -2.688], [-7.098, 0.489, -1.942], [6.353, 0.742, 0.903], [7.622, 2.018, 1.308], [8.172, 0.409, 0.711], [7.847, -0.247, -1.297], [8.790, 1.085, -2.048], [6.633, 1.858, -3.346], [7.108, 0.124, -3.726], [5.298, 0.327, -1.317], [5.272, -0.880, -2.664], [4.434, 1.997, -3.355], [3.217, 1.074, -2.344], [3.862, -0.937, -4.288], [4.305, 0.570, -5.209], [2.017, 1.570, -4.909], [1.987, -0.078, -5.795], [0.483, -0.899, -4.200], [1.632, -0.453, -2.861], [0.700, 1.033, -1.244], [-3.169, 4.263, -1.304], [-3.088, 4.818, -3.019], [-0.466, 5.387, -1.609], [-1.492, 6.401, -2.758], [-2.209, 7.703, -1.002], [-3.048, 6.216, -0.235], [-1.434, 6.222, 1.326], [-0.189, 6.491, 0.217], [-2.538, -1.297, -6.120], [-1.439, -0.771, -4.804], [-4.261, 0.409, -5.595], [-3.369, 1.025, -4.149], [-3.261, -1.709, -3.569], [-4.844, -1.652, -4.510], [-4.509, 0.473, -2.235], [-4.579, -1.260, -1.761], [-6.781, -1.579, -2.184], [-6.806, -0.675, -3.753], [-8.045, 0.642, -2.305], [-7.226, 0.247, -0.956], [12.830, 0.382, 0.454], [12.138, 1.729, 0.537], [11.132, 1.637, -0.596], [10.775, 0.254, -0.723], [11.687, -0.534, 0.059], [13.317, 0.080, 1.381], [13.585, 0.402, -0.338], [11.615, 1.818, 1.494], [12.814, 2.578, 0.438], [11.573, 1.959, -1.546], [10.235, 2.232, -0.410], [11.148, -0.897, 0.940], [12.021, -1.395, -0.524], [-6.638, 0.534, 3.537], [-7.264, 1.879, 3.225], [-7.739, 1.681, 1.796], [-8.060, 0.289, 1.654], [-7.557, -0.420, 2.798], [-6.570, 0.317, 4.604], [-5.630, 0.486, 3.113], [-8.121, 2.051, 3.882], [-6.577, 2.719, 3.333], [-6.946, 1.918, 1.077], [-8.616, 2.286, 1.559], [-8.413, -0.704, 3.417], [-7.046, -1.328, 2.471], [-6.816, -3.056, 6.294], [-7.548, -2.517, 7.506], [-8.465, -1.480, 6.884], [-8.776, -1.939, 5.560], [-7.902, -3.030, 5.234], [-6.391, -4.049, 6.443], [-6.006, -2.375, 6.015], [-8.142, -3.313, 7.965], [-6.889, -2.100, 8.268], [-7.964, -0.510, 6.794], [-9.388, -1.344, 7.450], [-8.496, -3.950, 5.251], [-7.502, -2.892, 4.226], [-6.727, -6.080, 2.491], [-8.038, -5.469, 2.038], [-7.592, -4.578, 0.893], [-6.441, -5.202, 0.308], [-5.991, -6.252, 1.174], [-6.843, -7.015, 3.039], [-6.189, -5.373, 3.131], [-8.703, -6.253, 1.664], [-8.563, -4.922, 2.822], [-7.291, -3.587, 1.253], [-8.366, -4.450, 0.133], [-6.242, -7.208, 0.702], [-4.906, -6.195, 1.288], [9.583, -2.982, 5.220], [8.908, -3.743, 4.096], [9.071, -2.788, 2.928], [10.288, -2.063, 3.152], [10.731, -2.305, 4.494], [9.914, -3.615, 6.043], [8.899, -2.229, 5.622], [9.450, -4.671, 3.899], [7.866, -3.993, 4.299], [8.250, -2.063, 2.888], [9.125, -3.305, 1.968], [11.609, -2.957, 4.445], [11.024, -1.362, 4.959]]}


{"formula": "C2H5O2", "method": "ωB97M-V/def2-TZVPD", "e_lumo_ev": 4.8, "e_tot_ev": -6249.91430, "gap_ev": 7.6, "relative_energy_kcal_mol": 28.2, "largest_force_ha_per_bohr": 0.063, "total_charge": -1, "elements": ["O", "H", "C", "C", "O", "H", "H", "H", "H"], "xyz": [[0.321, -1.725, -1.208], [-0.512, -1.894, -1.643], [0.366, 1.269, 0.032], [-0.374, 0.567, 0.911], [-0.905, -0.634, 0.807], [0.768, 0.851, -0.914], [1.034, 2.044, 0.399], [-0.705, 0.878, 1.923], [0.007, -1.355, -0.307]]}


{"formula": "C4H8O2", "method": "ωB97M-V/def2-TZVPD", "e_lumo_ev": 1.0, "e_tot_ev": -8370.96888, "gap_ev": 11.0, "relative_energy_kcal_mol": 53.3, "largest_force_ha_per_bohr": 0.036, "total_charge": 0, "elements": ["C", "C", "O", "C", "C", "O", "H", "H", "H", "H", "H", "H", "H", "H"], "xyz": [[1.674, 0.566, -0.048], [0.533, -0.370, 0.158], [-0.209, -0.152, 1.386], [-1.350, -0.681, 0.687], [-0.737, -0.253, -0.658], [-1.095, 1.056, -1.056], [1.351, 1.605, 0.066], [2.453, 0.352, 0.683], [2.059, 0.422, -1.062], [0.826, -1.429, 0.101], [-2.263, -0.124, 0.628], [-1.413, -1.762, 0.880], [-0.927, -0.878, -1.528], [-0.859, 1.698, -0.369]]}


{"formula": "C4H10Cl2S2", "method": "ωB97M-V/def2-TZVPD", "e_lumo_ev": 0.7, "smiles": "ClCCCl.CSSC", "e_tot_ev": -51025.87101, "gap_ev": 9.7, "relative_energy_kcal_mol": 2.5, "largest_force_ha_per_bohr": 0.017, "total_charge": 0, "elements": ["Cl", "C", "C", "Cl", "H", "H", "H", "H", "C", "S", "S", "C", "H", "H", "H", "H", "H", "H"], "xyz": [[1.570, 1.206, 2.893], [0.352, -0.062, 2.598], [1.037, -1.406, 2.523], [-0.182, -2.674, 2.228], [-0.390, -0.028, 3.419], [-0.178, 0.178, 1.656], [1.778, -1.440, 1.702], [1.566, -1.647, 3.465], [0.323, 2.194, -1.872], [0.522, 0.933, -3.149], [0.216, -0.789, -2.103], [-1.584, -0.936, -2.131], [0.512, 3.174, -2.343], [1.046, 2.054, -1.051], [-0.695, 2.198, -1.448], [-2.076, -0.097, -1.610], [-1.969, -0.984, -3.163], [-1.847, -1.874, -1.613]]}


{"formula": "C4H6N2O", "method": "ωB97M-V/def2-TZVPD", "e_lumo_ev": 0.7, "e_tot_ev": -9268.03745, "gap_ev": 8.4, "relative_energy_kcal_mol": 126.0, "largest_force_ha_per_bohr": 0.062, "total_charge": 0, "elements": ["C", "O", "C", "C", "N", "C", "N", "H", "H", "H", "H", "H", "H"], "xyz": [[-2.292, 0.014, -0.155], [-1.134, -0.752, 0.161], [-0.056, -0.044, -0.005], [0.488, 0.985, -0.614], [1.794, 0.459, -0.756], [2.221, -0.319, 0.188], [1.357, -0.995, 0.916], [-2.276, 0.951, 0.416], [-3.135, -0.604, 0.143], [-2.336, 0.238, -1.225], [0.286, 1.978, -1.050], [3.299, -0.346, 0.303], [1.785, -1.566, 1.678]]}


{"formula": "C27H33ClNO6PdTe", "method": "ωB97M-V/def2-TZVPD", "s2": 3.77, "multiplicity": 4, "e_lumo_ev": [0.3, -1.8], "e_tot_ev": -65594.09895, "gap_ev": [8.3, 7.1], "relative_energy_kcal_mol": 4.2, "largest_force_ha_per_bohr": 0.009, "total_charge": 0, "elements": ["Pd", "O", "Cl", "O", "O", "O", "C", "C", "C", "C", "C", "C", "Te", "N", "C", "O", "C", "C", "C", "C", "C", "C", "C", "C", "C", "C", "C", "C", "C", "C", "C", "C", "H", "H", "H", "H", "H", "H", "H", "H", "H", "H", "H", "H", "H", "H", "H", "H", "H", "H", "H", "H", "H", "H", "H", "C", "C", "O", "C", "C", "H", "H", "H", "H", "H", "H", "H", "H", "H", "H"], "xyz": [[-0.680, 2.668, 1.219], [-0.979, 4.975, 2.107], [-2.375, 4.883, 1.673], [-2.908, 6.157, 1.361], [-2.345, 4.035, 0.453], [-3.144, 4.200, 2.668], [-2.235, -4.702, -3.655], [-1.735, -3.523, -2.866], [-1.465, -2.309, -3.487], [-0.991, -1.214, -2.776], [-0.712, 0.077, -3.496], [-0.784, -1.365, -1.400], [-0.095, 0.326, -0.306], [0.257, 0.848, 2.112], [1.470, 1.405, 2.019], [1.523, 2.600, 1.594], [2.702, 0.645, 2.326], [2.616, -0.637, 2.863], [3.771, -1.372, 3.078], [5.008, -0.829, 2.753], [5.094, 0.451, 2.221], [3.942, 1.191, 2.009], [1.915, 0.224, -0.913], [2.583, -0.981, -0.711], [3.926, -1.091, -1.020], [4.598, 0.013, -1.527], [3.926, 1.207, -1.728], [2.571, 1.347, -1.425], [1.899, 2.674, -1.647], [-1.044, -2.566, -0.738], [-0.823, -2.794, 0.734], [-1.521, -3.630, -1.501], [-2.569, -4.401, -4.647], [-3.066, -5.189, -3.146], [-1.445, -5.445, -3.778], [-1.631, -2.208, -4.554], [-0.965, -0.011, -4.552], [0.345, 0.346, -3.421], [-1.295, 0.901, -3.078], [1.643, -1.044, 3.108], [3.709, -2.366, 3.500], [5.910, -1.405, 2.920], [6.059, 0.869, 1.970], [3.984, 2.187, 1.589], [2.051, -1.833, -0.303], [4.445, -2.026, -0.856], [5.650, -0.056, -1.770], [4.459, 2.059, -2.132], [2.473, 3.273, -2.354], [1.825, 3.230, -0.711], [0.888, 2.561, -2.042], [-0.573, -1.883, 1.275], [-0.009, -3.507, 0.886], [-1.719, -3.219, 1.189], [-1.733, -4.571, -1.003], [-3.674, 1.403, -0.885], [-3.974, 1.357, 0.594], [-2.763, 1.117, 1.311], [-2.995, 0.844, 2.700], [-3.247, -0.631, 2.938], [-4.591, 1.599, -1.442], [-3.267, 0.449, -1.232], [-2.967, 2.204, -1.106], [-4.690, 0.558, 0.814], [-4.397, 2.307, 0.935], [-3.824, 1.465, 3.049], [-2.096, 1.164, 3.224], [-4.105, -0.990, 2.368], [-3.448, -0.811, 3.996], [-2.368, -1.210, 2.652]]}


{"formula": "C4H10O3", "method": "ωB97M-V/def2-TZVPD", "e_lumo_ev": 0.6, "smiles": "C[C@@H](O)CC=O.O", "e_tot_ev": -10451.27721, "gap_ev": 10.5, "relative_energy_kcal_mol": 45.3, "largest_force_ha_per_bohr": 0.073, "total_charge": 0, "elements": ["C", "C", "O", "C", "C", "O", "H", "H", "H", "H", "H", "H", "H", "H", "O", "H", "H"], "xyz": [[0.492, 1.230, 2.177], [0.405, 0.303, 1.013], [-0.959, 0.360, 0.616], [1.293, 0.383, -0.187], [1.033, -0.650, -1.274], [1.450, -1.808, -1.241], [0.249, 2.230, 1.919], [1.472, 1.210, 2.582], [-0.144, 0.806, 2.892], [0.601, -0.764, 1.499], [-1.307, -0.524, 0.734], [1.284, 1.434, -0.553], [2.320, 0.171, 0.205], [0.264, -0.236, -2.102], [-2.588, -1.277, -2.973], [-3.006, -2.113, -3.100], [-2.859, -0.755, -2.207]]}


{"formula": "C24H21N5O3S", "method": "ωB97M-V/def2-TZVPD", "e_lumo_ev": 0.4, "smiles": "COc1cccc(-n2c(SCC(=O)NCc3ccco3)nnc2-c2c[nH]c3ccccc23)c1", "e_tot_ev": -49656.97255, "gap_ev": 8.3, "relative_energy_kcal_mol": 25.3, "largest_force_ha_per_bohr": 0.024, "total_charge": 0, "elements": ["C", "O", "C", "C", "C", "C", "C", "N", "C", "S", "C", "C", "O", "N", "C", "C", "C", "C", "C", "O", "N", "N", "C", "C", "C", "N", "C", "C", "C", "C", "C", "C", "C", "H", "H", "H", "H", "H", "H", "H", "H", "H", "H", "H", "H", "H", "H", "H", "H", "H", "H", "H", "H", "H"], "xyz": [[-4.824, -4.689, -1.473], [-3.627, -3.948, -1.439], [-3.506, -2.943, -0.539], [-4.502, -2.534, 0.344], [-4.261, -1.487, 1.219], [-3.045, -0.835, 1.236], [-2.053, -1.243, 0.348], [-0.798, -0.608, 0.371], [0.407, -1.204, 0.630], [0.585, -2.916, 0.860], [2.244, -2.993, 1.616], [3.386, -2.996, 0.597], [4.058, -3.985, 0.393], [3.558, -1.809, 0.002], [4.603, -1.551, -0.962], [5.221, -0.214, -0.711], [4.662, 0.985, -0.374], [5.737, 1.902, -0.268], [6.863, 1.195, -0.550], [6.561, -0.088, -0.817], [1.353, -0.303, 0.691], [0.799, 0.896, 0.459], [-0.484, 0.734, 0.267], [-1.400, 1.789, -0.054], [-2.651, 1.701, -0.613], [-3.171, 2.948, -0.776], [-2.271, 3.879, -0.332], [-2.349, 5.265, -0.292], [-1.264, 5.946, 0.216], [-0.128, 5.271, 0.673], [-0.045, 3.897, 0.637], [-1.130, 3.187, 0.128], [-2.275, -2.286, -0.532], [-5.019, -5.180, -0.515], [-5.679, -4.061, -1.743], [-4.678, -5.446, -2.242], [-5.462, -3.023, 0.363], [-5.038, -1.183, 1.904], [-2.855, -0.025, 1.922], [2.329, -2.148, 2.297], [2.257, -3.934, 2.164], [2.923, -1.041, 0.236], [5.357, -2.338, -0.873], [4.186, -1.587, -1.980], [3.623, 1.193, -0.216], [5.673, 2.941, -0.017], [7.897, 1.473, -0.594], [-3.203, 0.833, -0.922], [-4.071, 3.153, -1.178], [-3.226, 5.786, -0.647], [-1.288, 7.025, 0.261], [0.699, 5.847, 1.060], [0.828, 3.365, 0.980], [-1.507, -2.610, -1.216]]}